Entry from OMol25: a single C5H12N2 molecule (ωB97M-V with the def2-TZVPD basis set).

Computed properties:
ΔE to the lowest compared entry with this formula, charge and spin   36.3 kcal/mol
HOMO energy   -8.76 eV
M   100.16 Da
Kohn-Sham gap   9.858 eV
Structure (SMILES)   C=CCCNCN
Net charge   0
LUMO level   0.0404 hartree

```
19
C5H12N2, DFT ωB97M-V with the def2-TZVPD basis set
N -1.40 1.35 2.45
N -0.45 0.98 0.14
C 0.12 -2.70 -1.60
C -0.64 1.82 1.32
C 0.93 0.48 0.00
C 1.15 -0.42 -1.21
C -0.01 -1.38 -1.44
H 1.60 1.35 -0.08
H -2.35 1.14 2.14
H 2.12 -0.88 -1.13
H -1.05 2.78 1.01
H 1.24 -0.02 0.93
H 0.36 2.12 1.65
H 1.06 -3.20 -1.49
H -0.94 -0.92 -1.72
H 1.07 0.16 -2.13
H -0.99 0.12 0.20
H -0.75 -3.27 -1.91
H -1.08 0.48 2.86
```

These are the Mulliken partial charges, in e, on atoms 1 to 6: -0.59, -0.36, -0.77, -0.53, -0.65, -0.44